# C30H58N8O11

8 unconnected molecules or ions with the total composition C30H58N8O11 in a non-equilibrium geometry (ωB97M-V with the def2-TZVPD basis set, the OMol25 dataset).

Element x y z (Å)
C -0.626138 -0.099965 -4.152310
C -0.673534 -1.598806 -3.797690
C 0.629982 -1.917119 -2.973667
C 0.664889 -3.369047 -2.592396
C -0.516704 -3.737437 -1.669483
C -1.875149 -3.170638 -2.142322
N -1.769951 -1.899324 -2.832019
O -2.803976 -1.038285 -2.764430
C -2.797955 -2.907173 -0.865522
C -2.461645 -4.280559 -3.067845
C -0.839601 -2.299046 -5.080781
H -0.464981 0.584720 -3.253134
H -1.471899 0.320662 -4.634844
H 0.234494 0.236321 -4.895371
H 0.882617 -1.188152 -2.040775
H 1.650067 -1.641589 -3.472783
H 1.695902 -3.604046 -1.968490
H 0.697672 -3.907330 -3.472926
H -0.224369 -3.451459 -0.676511
H -0.446359 -4.882777 -1.605129
H -2.467942 -3.639470 -0.154331
H -4.102798 -3.077087 -0.909670
H -2.631638 -2.139056 -0.292500
H -2.963725 -5.104394 -2.617029
H -1.729840 -4.838179 -3.581642
H -3.333650 -4.032731 -3.706073
H -0.020560 -2.048499 -5.984232
H -1.620980 -1.929725 -5.771518
H -0.799736 -3.343695 -5.133569
N -0.192697 0.208850 0.027142
O 0.927468 0.640860 0.335589
O -0.799199 0.756450 -0.993383
O -0.488358 -0.933632 0.356750
C 1.037393 0.177979 5.845960
C 0.530916 -0.115602 4.410555
C -0.165862 1.050191 3.756345
C -0.187037 2.527310 4.403889
C 0.484036 2.689829 5.702968
C 1.118862 1.546205 6.486393
N -0.889071 3.555672 3.686638
O -0.711309 4.718726 4.011481
O -1.644420 3.200512 2.788973
H 1.609913 -0.643604 6.524602
H 0.538946 -1.159863 4.083565
H -0.585951 0.959469 2.766884
H 0.517987 3.645620 6.189801
H 1.648106 1.459683 7.486926
C 2.447220 -2.554610 0.960595
O 2.093559 -3.595565 1.581726
N 3.417770 -2.641038 0.165078
C 3.827267 -1.477853 -0.557949
C 4.352876 -3.847649 -0.021638
H 1.843638 -1.753743 1.140777
H 3.254446 -1.415049 -1.447148
H 4.888187 -1.489222 -0.742556
H 3.840394 -0.336766 -0.096810
H 4.618000 -3.920041 -1.204158
H 4.002463 -4.831907 0.353354
H 5.456404 -3.757434 0.367432
C -3.861039 1.951215 -2.034919
O -4.489310 1.739185 -3.131125
N -4.434629 2.593763 -1.041379
C -3.669350 2.862798 0.237577
C -5.771953 3.265196 -1.104453
H -2.760803 1.752066 -1.839092
H -3.294870 3.800964 0.252027
H -2.762209 2.073520 0.316221
H -4.361279 2.839133 1.225059
H -5.548823 3.757063 -2.137098
H -5.869759 4.061152 -0.189458
H -6.692682 2.585710 -1.368572
C 2.484796 1.592096 -2.816764
O 2.368770 1.188091 -3.986719
N 3.680163 1.622879 -2.085379
C 3.728490 2.527828 -0.895185
C 4.942108 1.039230 -2.541217
H 1.772862 2.092112 -2.323189
H 4.702600 2.441890 -0.219859
H 3.119443 2.420503 -0.038305
H 3.922040 3.494337 -1.497176
H 5.807565 1.379362 -1.932322
H 5.099942 1.448065 -3.414503
H 4.785912 -0.002890 -2.541406
C -2.726619 -2.383042 4.775452
O -3.387665 -1.535039 4.215550
N -1.841320 -3.062831 4.142495
C -0.990288 -4.044805 4.808632
C -1.608794 -3.035653 2.595157
H -2.804709 -2.523014 5.843907
H -0.078499 -3.572859 4.840163
H -0.885794 -5.072678 4.227250
H -1.238959 -4.302150 5.953582
H -1.674481 -2.098556 2.131500
H -2.301158 -3.794652 2.230742
H -0.672760 -3.474148 2.200777
C 1.386915 5.765031 -1.102544
O 1.549168 4.905129 -1.975002
N 1.021056 5.501169 0.271757
C 0.815438 6.513284 1.199611
C 0.656667 4.177315 0.668533
H 1.501170 7.016055 -1.300215
H 0.495788 6.094173 2.134995
H 0.056209 7.470268 1.130034
H 1.643023 6.990548 1.447964
H -0.411074 4.149692 0.827801
H 1.047992 3.796380 1.539806
H 0.946270 3.335225 0.038498

Forces on the atoms, in the same order (eV/Å):
2.1 2.5 0.4
2.4 3.3 0.9
3.0 1.8 1.3
2.1 0.8 3.6
1.9 -1.5 -0.6
-1.8 -1.2 2.7
-6.3 5.1 -1.5
6.7 -5.3 -0.1
-4.1 -5.6 -2.9
-1.8 0.7 -0.8
1.5 0.4 -5.2
-0.2 -1.3 -0.9
-1.3 -0.2 -0.4
-1.3 -1.5 1.7
-1.8 -1.5 -1.7
-2.3 -0.5 -0.3
-2.5 0.5 -1.6
0.0 -1.6 -1.7
-0.3 0.8 0.5
-1.1 1.5 -0.2
-0.1 -1.2 0.1
4.2 0.6 -0.5
1.1 5.3 2.0
-0.1 -0.3 2.0
1.2 0.1 -1.2
0.9 0.8 -0.2
-1.1 -0.2 3.2
-0.6 -0.2 1.3
-0.3 -1.6 0.5
1.7 0.0 -4.8
-0.2 1.1 1.1
0.0 -0.3 2.3
-1.5 -0.9 1.2
1.1 1.3 -0.3
-1.2 4.9 3.3
2.1 0.8 3.2
2.6 -6.1 1.9
0.1 -2.5 -0.3
-1.8 -2.6 -4.1
-0.5 0.1 -0.2
0.1 -0.2 0.1
0.4 0.2 0.4
-1.7 1.7 -2.1
-0.1 0.7 -0.4
-0.1 -0.1 0.0
-0.1 0.5 -0.2
-1.0 1.2 -1.4
-2.8 -6.1 4.1
-0.1 0.9 0.0
5.7 -0.1 -2.7
1.2 3.5 0.7
1.6 0.2 -2.1
-1.1 3.2 -0.3
-0.3 0.3 -1.2
0.4 -0.6 -0.6
-1.0 -3.1 -0.3
-1.2 0.1 2.6
-0.4 1.1 -0.3
-2.3 0.6 0.0
-0.9 -0.2 -3.4
2.0 0.2 2.6
-0.6 0.7 4.3
-1.0 -4.9 1.2
0.6 1.0 -2.1
-1.1 -0.3 -0.4
1.4 3.1 -0.3
-2.2 1.9 0.0
1.4 -0.6 -2.5
-1.4 0.1 1.8
0.0 -2.3 -2.5
1.9 1.1 1.2
4.8 -1.3 -2.7
0.4 -0.1 1.8
-1.5 -0.6 1.5
4.4 1.4 -1.5
-1.1 0.2 4.2
-3.3 1.7 2.0
-1.1 -0.5 -2.1
-2.2 0.1 -0.2
-1.1 -0.5 2.3
-0.9 -0.5 0.1
1.1 1.4 -5.2
0.6 -1.3 -0.4
-1.7 2.4 -0.1
-1.2 0.9 -0.1
3.6 -3.4 -2.9
-1.6 -2.8 1.2
-0.4 -2.2 1.8
0.1 -0.5 0.7
2.7 0.4 0.1
-0.4 2.2 1.1
0.0 0.8 -2.7
-0.7 1.4 -0.2
-0.7 0.5 -0.3
0.3 0.4 1.4
-0.3 0.7 0.8
-0.3 2.0 2.0
1.1 -0.4 -4.6
-4.5 2.1 1.2
-1.5 -0.9 -1.7
-0.2 -3.3 0.5
-0.3 -0.5 0.4
1.1 -2.6 -1.0
4.3 2.2 0.9
-0.5 -0.3 -0.2
1.4 0.1 2.7
-0.2 0.7 -1.0

Properties
gap between HOMO and LUMO	0.184	hartree
LUMO energy	-0.1306	Eh
highest occupied orbital energy	-8.551	eV
charge	0
energy relative to the best compared isomer or geometry (same formula, charge and spin)	0.0	kcal per mole